Record 1
C4H5ClO2 | ωB97M-V/def2-TZVPD

Cartesian coordinates (Å):
C -0.574 1.807 -0.147
C -0.351 1.624 1.013
C 0.430 -1.203 -0.849
C 0.293 -1.368 0.579
O -1.003 1.905 -1.388
O 0.826 -0.166 -1.240
Cl -0.163 1.938 2.610
H 0.218 -2.018 -1.570
H 0.482 -2.446 0.750
H -0.836 -1.271 0.893
H 0.853 -0.575 1.199
H -0.173 1.773 -1.850

Output
- HOMO energy (alpha / beta) (eV) = -5.90 / -9.27
- ΔE to the lowest compared entry with this formula, charge and spin (kcal per mole) = 47.8
- electronic energy (eV) = -20838.6207
- multiplicity = 3
- <S²> = 2.01
- total charge = 0
- Kohn-Sham gap (alpha / beta) (eV) = 6.6 / 6.9

Löwdin atomic charge list, values in e, 8 entries: C -0.248; C -0.635; C -0.437; C -0.113; O 0.086; O 0.129; Cl 0.693; H 0.146


Record 2
C4H5ClS | ωB97M-V/def2-TZVPD

Cartesian coordinates (Å):
C -0.949 -1.039 -1.052
C -0.144 0.202 -0.577
S 0.107 1.432 -1.613
C 0.673 -0.023 0.641
C 0.845 1.138 1.342
Cl 1.704 1.215 2.777
H -0.590 -1.395 -2.007
H -1.065 -1.842 -0.305
H -2.016 -0.782 -1.137
H 0.906 -1.070 0.931
H 0.529 2.164 1.000

Output
- SMILES string = CC(=S)/C=C/Cl
- HOMO energy (eV) = -8.62
- ΔE to the lowest compared entry with this formula, charge and spin (kcal per mole) = 27.4
- electronic energy (eV) = -27585.1654
- total charge = 0
- Kohn-Sham gap (eV) = 8.0

Löwdin atomic charge list, values in e, 8 entries: C -0.133; C -0.809; S 0.716; C -0.204; C -0.641; Cl 0.663; H 0.067; H 0.071


Record 3
C4H5ClS2 | ωB97M-V/def2-TZVPD

Cartesian coordinates (Å):
C 1.876 0.119 -0.005
C 0.604 0.919 0.079
C -0.655 0.465 0.069
Cl -1.921 1.609 0.020
C -1.109 -1.027 -0.014
S -0.053 -2.261 0.033
S -2.841 -1.373 0.070
H 2.238 -0.225 0.966
H 1.806 -0.786 -0.659
H 2.625 0.812 -0.417
H 0.744 1.960 0.294
H -3.314 -0.210 -0.440

Output
- SMILES string = C/C=C(/Cl)C(=S)S
- HOMO energy (eV) = -8.77
- ΔE to the lowest compared entry with this formula, charge and spin (kcal per mole) = 19.9
- electronic energy (eV) = -38420.6245
- total charge = 0
- Kohn-Sham gap (eV) = 8.0

Löwdin atomic charge list, values in e, 8 entries: C -0.141; C -0.179; C -0.746; Cl 0.678; C -1.149; S 0.698; S 0.727; H 0.083


Record 4
C4H5CrLiO5 | ωB97M-V/def2-TZVPD

Cartesian coordinates (Å):
O -1.359 -0.202 2.619
C -0.698 -0.715 1.654
O -0.052 -1.763 1.843
O -0.709 -0.060 0.510
C 0.371 -0.180 -0.807
C -0.748 -1.111 -1.010
Cr -0.765 -1.797 3.650
H 1.354 -0.638 -0.677
H -0.255 -0.476 -2.130
H -0.422 -2.153 -0.926
H -1.773 -0.777 -1.190
Li -2.454 1.322 2.553
O 0.627 1.251 -1.092
C 1.688 1.624 -1.612
O 2.130 2.788 -1.559
H 3.065 2.887 -1.827

Output
- HOMO energy (alpha / beta) (eV) = -19.64 / -19.65
- electronic energy (eV) = -43054.4717
- multiplicity = 6
- <S²> = 8.77
- total charge = +3
- Kohn-Sham gap (alpha / beta) (eV) = 6.9 / 6.3

Löwdin atomic charge list, values in e, 8 entries: O -0.136; C -0.732; O 0.036; O -0.018; C -0.063; C 0.078; Cr 1.450; H 0.187


Record 5
C4H5CuO | ωB97M-V/def2-TZVPD

Cartesian coordinates (Å):
H 0.854 0.235 1.609
C 0.527 -1.291 -1.463
C 0.127 -0.864 -0.260
C 0.722 0.308 0.431
C -0.206 1.418 0.770
O -1.376 1.402 1.020
Cu -2.994 2.414 1.612
H 1.347 -0.805 -1.997
H -0.686 -1.378 0.261
H 0.064 -2.160 -1.934
H 1.621 0.721 -0.048

Output
- HOMO energy (alpha / beta) (eV) = -12.67 / -13.62
- ΔE to the lowest compared entry with this formula, charge and spin (kcal per mole) = 0.0
- electronic energy (eV) = -50905.3587
- multiplicity = 2
- <S²> = 0.75
- total charge = +1
- Kohn-Sham gap (alpha / beta) (eV) = 6.7 / 7.6

Löwdin atomic charge list, values in e, 8 entries: H 0.185; C 0.050; C -0.185; C -0.161; C -0.079; O -0.006; Cu 0.798; H 0.077


Record 6
C4H5DyLiO2 | ωB97M-V/def2-TZVPD

Cartesian coordinates (Å):
C -1.441 0.437 -0.498
C -0.853 -0.870 -0.116
C 0.534 -1.020 0.214
C 1.460 0.018 0.334
O 2.711 -0.117 0.179
O -2.091 1.107 0.387
Li -3.211 1.406 1.707
Dy 4.904 1.196 -0.710
H -0.788 -0.461 -1.461
H -1.751 0.765 -1.515
H -1.508 -1.421 0.573
H 0.937 -2.037 0.205
H 1.096 0.997 0.700

Output
- HOMO energy (alpha / beta) (eV) = -9.15 / -9.70
- ΔE to the lowest compared entry with this formula, charge and spin (kcal per mole) = 0.0
- electronic energy (eV) = -32600.0539
- multiplicity = 6
- <S²> = 9.30
- total charge = +1
- Kohn-Sham gap (alpha / beta) (eV) = 5.4 / 5.9

Löwdin atomic charge list, values in e, 8 entries: C -0.290; C -0.153; C -0.150; C -0.397; O -0.450; O -0.174; Li 0.854; Dy 1.059


Record 7
C4H5DyO4 | ωB97M-V/def2-TZVPD

Cartesian coordinates (Å):
O -0.993 -1.517 0.952
C 3.004 -3.009 -0.399
O 3.931 -3.633 -0.473
O 1.481 0.527 -0.149
C 0.826 1.559 -0.205
C -0.662 1.536 -0.367
O -1.120 0.221 -0.514
C -1.764 -0.458 0.649
Dy 0.608 -1.531 -0.357
H 1.324 2.541 -0.138
H -0.922 2.142 -1.250
H -1.108 2.049 0.503
H -2.776 -0.726 0.297
H -1.830 0.300 1.453

Output
- HOMO energy (alpha / beta) (eV) = -19.10 / -19.22
- electronic energy (eV) = -36483.8799
- multiplicity = 6
- <S²> = 9.10
- total charge = +2
- Kohn-Sham gap (alpha / beta) (eV) = 7.2 / 10.2

Löwdin atomic charge list, values in e, 8 entries: O -0.272; C 0.008; O 0.190; O -0.087; C -0.067; C -0.126; O -0.216; C -0.270


Record 8
C4H5F2LiO2Tm | ωB97M-V/def2-TZVPD

Cartesian coordinates (Å):
O 0.827 1.983 0.247
C 1.179 1.334 -0.943
C 1.108 -0.184 -0.786
Li 1.779 3.178 1.116
H 2.201 1.597 -1.275
H 0.496 1.668 -1.759
F 1.091 -0.654 -2.171
C -0.597 -1.671 0.048
C -1.795 -1.987 0.540
O -0.290 -0.394 -0.373
H 0.201 -2.399 -0.130
F -0.629 0.389 2.905
H -2.578 -1.238 0.672
H -1.997 -3.017 0.828
Tm -0.996 1.395 1.079

Output
- HOMO energy (alpha / beta) (eV) = -6.06 / -6.46
- electronic energy (eV) = -43491.5532
- multiplicity = 4
- <S²> = 3.75
- total charge = 0
- Kohn-Sham gap (alpha / beta) (eV) = 4.7 / 5.1

Löwdin atomic charge list, values in e, 8 entries: O -0.626; C -0.364; C -0.287; Li 0.695; H 0.112; H 0.113; F -0.119; C -0.221


Q: total charge of number 1 (C4H5ClO2)?
A: 0


Q: What is the electronic energy in the third record?
A: -38420.6245 eV